C28H36As3Cl2F6HfNO4Sb | ωB97M-V/def2-TZVPD

The calculation puts the relative energy (zero: lowest compared OMol25 entry of this formula, charge and spin) at 1.998 eV. The calculation puts the orbital gap (alpha / beta) at 7.5 / 5.1 eV. The calculation puts the largest force on an atom at 0.0192 Eh/bohr. For the calculated total energy, the calculation gives -9959.17608 Eh. For the LUMO energy (alpha / beta), the calculation gives -6.09 / -8.46 eV.

```
! wB97M-V def2-TZVPD RIJCOSX def2/J DEFGRID3
* xyz 2 2
Hf -1.641 0.382 -0.071
Cl -6.322 -4.916 -1.455
C -5.301 -3.538 -1.524
C -5.857 -2.278 -1.749
C -5.049 -1.165 -1.827
Cl -5.734 0.396 -2.059
C -3.664 -1.245 -1.700
O -2.861 -0.199 -1.864
C -3.129 -2.512 -1.382
C -1.766 -2.641 -0.979
O -1.031 -1.713 -0.595
C -3.946 -3.653 -1.335
H -6.929 -2.174 -1.860
H -1.343 -3.652 -0.968
H -3.507 -4.618 -1.111
C 1.210 0.685 3.193
As 0.936 -0.354 1.569
C 0.735 -2.122 2.358
C 2.821 -0.391 0.965
C 3.134 -0.910 -0.452
C 2.462 -2.257 -0.725
C 2.763 0.118 -1.533
As 0.858 0.516 -1.911
C 0.508 -0.637 -3.439
C 1.122 2.219 -2.811
C 4.676 -1.040 -0.594
As 5.600 -2.514 0.305
C 5.220 -2.839 2.168
C 5.526 -4.162 -0.687
H 2.103 0.355 3.724
H 0.346 0.541 3.841
H 1.301 1.743 2.950
H 1.538 -2.334 3.065
H 0.700 -2.888 1.586
H -0.217 -2.122 2.890
H 3.346 -0.994 1.708
H 3.189 0.633 1.072
H 1.377 -2.152 -0.723
H 2.720 -2.985 0.050
H 2.765 -2.657 -1.696
H 3.173 -0.198 -2.496
H 3.221 1.081 -1.294
H 1.239 -0.471 -4.228
H -0.487 -0.405 -3.821
H 0.533 -1.682 -3.131
H 1.829 2.117 -3.633
H 1.500 2.955 -2.102
H 0.160 2.554 -3.196
H 5.176 -0.133 -0.249
H 4.961 -1.197 -1.637
H 5.393 -1.924 2.730
H 5.909 -3.613 2.503
H 4.194 -3.181 2.302
H 5.548 -3.937 -1.750
H 4.624 -4.719 -0.434
H 6.403 -4.751 -0.420
O -2.252 -0.586 3.923
C -2.196 -0.045 2.849
O -2.117 -0.662 1.691
C -2.059 1.462 2.756
C -2.524 2.281 3.785
C -2.345 3.630 3.661
C -1.663 4.154 2.542
C -1.414 5.537 2.385
C -0.735 5.998 1.295
C -0.268 5.096 0.316
C -0.495 3.754 0.440
C -1.209 3.256 1.547
N -1.454 1.912 1.662
H -3.005 1.822 4.636
H -2.710 4.312 4.419
H -1.769 6.222 3.145
H -0.550 7.057 1.176
H 0.271 5.475 -0.542
H -0.134 3.070 -0.320
F -1.715 1.798 -1.620
Sb -3.528 1.859 -2.731
F -3.820 3.044 -1.336
F -2.307 2.855 -3.733
F -5.011 2.664 -3.530
F -3.541 0.604 -4.121
F -3.484 1.006 0.170
*
```


C28H36BCl14FIN2O3PS2 | ωB97M-V/def2-TZVPD

The calculation puts the orbital gap at 6.9 eV. The calculation puts the largest force on an atom at 0.2009 Eh/bohr. For the calculated total energy, the calculation gives -9425.68562 Eh. For the LUMO energy, the calculation gives -1.00 eV.

```
! wB97M-V def2-TZVPD RIJCOSX def2/J DEFGRID3
* xyz 0 1
C 1.943 -5.077 1.169
C 1.258 -3.976 0.603
C 0.255 -2.849 -0.117
C -1.324 -3.246 0.173
C -2.172 -2.971 -1.201
N -2.767 -1.589 -1.330
C -3.686 -1.214 -0.204
C -5.096 -2.106 -0.082
C -6.251 -1.839 1.062
I -8.041 -3.132 0.956
C -6.048 -0.628 2.197
C -7.243 -0.429 3.298
C -6.765 0.101 4.771
C -5.537 -0.737 5.458
N -4.848 -1.963 4.903
O -5.120 -0.301 6.676
C -4.663 0.241 2.076
O -4.386 1.349 3.003
C -3.487 -0.047 0.923
S -1.887 0.994 0.915
C -1.222 0.718 -0.817
C -0.073 1.792 -1.370
P 0.527 3.229 -0.241
S 1.947 2.611 0.964
C 0.594 1.655 -2.869
B 1.765 2.664 -3.442
C 1.555 4.250 -3.859
O 3.163 2.130 -3.578
C 0.020 0.412 -3.823
C -1.133 -0.654 -3.256
F -1.553 -1.723 -4.219
C -1.773 -0.532 -1.715
H 2.718 -5.890 1.518
H 0.522 -2.795 -1.265
H 0.499 -1.775 0.325
H -1.329 -4.427 0.338
H -1.770 -2.765 1.142
H -1.478 -3.225 -2.138
H -3.084 -3.737 -1.278
H -5.268 -2.985 -0.863
H -8.006 0.367 2.843
H -7.903 -1.401 3.486
H -6.576 1.275 4.707
H -7.699 -0.014 5.501
H -4.222 -1.707 4.082
H -4.144 -2.266 5.643
H -4.882 2.151 2.608
H -0.664 3.684 0.485
H 0.977 4.383 -1.025
H 2.069 4.390 -4.928
H 2.223 4.903 -3.117
H 0.432 4.604 -3.849
H 3.797 2.911 -3.754
H 0.440 0.277 -4.913
C 6.974 2.465 -3.740
Cl 6.353 4.100 -3.992
Cl 8.734 2.420 -3.908
H 6.704 2.133 -2.735
H 6.529 1.797 -4.481
C -3.134 1.815 -5.923
Cl -4.637 1.398 -5.091
Cl -1.725 1.346 -4.964
H -3.102 1.292 -6.882
H -3.108 2.894 -6.090
C 5.289 -0.620 -3.531
Cl 6.081 -0.049 -2.057
Cl 4.088 -1.864 -3.167
H 4.792 0.223 -4.017
H 6.044 -1.039 -4.201
C 10.612 4.068 -1.467
Cl 12.012 5.057 -1.901
Cl 9.839 4.672 0.003
H 9.890 4.096 -2.286
H 10.942 3.040 -1.300
C -0.779 -5.605 3.922
Cl -1.921 -5.531 2.575
Cl 0.869 -5.885 3.344
H -0.808 -4.658 4.466
H -1.066 -6.422 4.587
C -9.403 -2.338 6.943
Cl -10.046 -1.103 5.853
Cl -9.270 -3.900 6.126
H -8.412 -2.029 7.285
H -10.074 -2.440 7.799
C 13.436 3.642 1.173
Cl 14.153 2.104 0.677
Cl 12.583 3.479 2.713
H 14.229 4.385 1.283
H 12.728 3.968 0.407
*
```


C28H36N4O2P2Pt | ωB97M-V/def2-TZVPD

The calculation puts the relative energy (zero: lowest compared OMol25 entry of this formula, charge and spin) at 1.103 eV. The calculation puts the orbital gap (alpha / beta) at 6.8 / 2.7 eV. The calculation puts the largest force on an atom at 0.0968 Eh/bohr. For the calculated total energy, the calculation gives -2259.13239 Eh. For the LUMO energy (alpha / beta), the calculation gives -5.53 / -9.62 eV.

```
! wB97M-V def2-TZVPD RIJCOSX def2/J DEFGRID3
* xyz 2 5
Pt -0.488 1.594 0.340
C 2.567 0.355 0.293
C 1.972 1.467 0.876
C 2.347 2.881 0.486
C 1.468 3.752 -0.462
C 0.689 2.965 -1.486
C 1.198 1.871 -2.166
C 2.550 1.336 -2.154
C 3.147 0.338 -1.040
C -2.292 1.078 -0.200
H 2.422 -0.619 0.748
H 1.847 1.392 1.970
H 3.348 2.891 0.051
H 2.368 3.471 1.427
H 0.725 4.277 0.161
H 2.104 4.573 -0.853
H -0.218 3.490 -1.843
H 0.506 1.365 -2.837
H 3.315 2.123 -2.210
H 2.627 0.723 -3.069
H 3.072 -0.705 -1.413
H 4.219 0.611 -1.029
H -2.618 0.163 0.322
H -2.268 0.799 -1.275
H -3.022 1.880 0.002
P 1.334 7.381 -0.928
P 2.839 6.696 1.843
N 1.595 7.612 -2.587
N 0.362 9.071 -1.017
N 4.548 6.314 1.334
N 3.462 7.255 3.366
C 2.860 8.276 -0.483
C 2.927 8.378 1.044
C 1.214 6.631 -3.490
C 1.627 7.034 -4.745
C 2.247 8.317 -4.621
C 2.210 8.652 -3.285
C -0.956 9.107 -0.603
C -1.435 10.422 -0.687
C -0.351 11.223 -1.156
C 0.717 10.366 -1.341
C 4.802 4.991 0.971
C 6.037 4.918 0.332
C 6.591 6.242 0.346
C 5.661 7.066 0.960
C 4.703 7.791 3.742
C 4.642 8.193 5.066
C 3.293 7.964 5.507
C 2.588 7.430 4.445
H 2.804 9.304 -0.917
H 3.785 7.797 -0.884
H 3.862 8.895 1.358
H 2.087 8.990 1.428
H 0.646 5.784 -3.142
H 1.563 6.451 -5.647
H 2.717 8.933 -5.364
H 2.514 9.561 -2.823
H -1.471 8.208 -0.282
H -2.424 10.776 -0.410
H -0.293 12.291 -1.298
H 1.685 10.656 -1.696
H 4.102 4.210 1.223
H 6.442 4.027 -0.131
H 7.517 6.573 -0.082
H 5.762 8.089 1.245
H 5.556 7.795 3.110
H 5.469 8.590 5.617
H 2.907 8.186 6.487
H 1.573 7.091 4.352
O 0.178 -2.591 -0.928
C 0.241 -1.583 -0.202
O 0.171 -0.333 -0.572
H 0.410 -1.803 0.904
*
```